(1)
A molecular structure, C15H52AsF6O11 at a distorted geometry. Source: the Open Molecules 2025 dataset; level of theory: the ωB97M-V functional and the def2-TZVPD basis.

Element x y z (Å)
As  1.350887  -0.155934  1.018463
F  0.943297  0.985691  -0.292629
F  1.409095  -1.435838  -0.245748
F  1.196014  1.147851  2.279240
F  1.764004  -1.315065  2.332633
F  -0.403528  -0.555002  1.277651
F  3.054190  0.380050  0.802070
O  2.636371  0.546508  -6.457941
O  -2.179857  -2.123162  -6.034763
O  5.073615  -7.015343  -0.480982
O  -5.686710  -0.457746  2.302594
O  -1.773242  3.869686  4.741819
O  3.545570  7.069765  1.136862
O  -1.618690  -6.916880  0.545849
O  8.145455  3.057517  -3.336787
O  -0.646203  -2.726017  6.016529
O  -1.347530  4.573048  -2.067798
O  9.149623  1.168524  3.319828
C  -6.711880  -1.279221  1.724722
C  -3.094576  -1.143470  -4.067031
C  4.403785  -5.938532  0.114119
C  7.786288  1.191541  2.860519
C  -3.166256  0.002740  -6.337862
C  -1.781637  -1.905085  6.042467
C  6.910542  3.202832  -2.620934
C  -8.078587  -0.653416  1.831680
C  -1.711366  -5.724974  -0.100832
C  -1.387871  4.585721  5.908072
C  -2.551426  4.581228  -1.347854
C  -3.204483  -1.374905  -5.577963
C  2.213436  -0.126679  -5.286518
C  -6.565579  -2.675422  2.328909
C  3.174358  5.793592  1.626762
H  -0.148675  -2.410347  5.258633
H  7.421483  2.212588  2.972248
H  -8.083724  0.311741  1.325172
H  -0.486013  4.209421  6.390946
H  -3.348543  -2.076102  -3.563244
H  -2.527136  -5.643718  -0.819163
H  -1.411280  -7.576370  -0.120229
H  3.364809  -5.797807  -0.183913
H  -2.040747  4.484225  6.774986
H  -7.129913  -3.417856  1.764636
H  -1.515937  -0.900880  6.372728
H  -2.335495  -3.021839  -5.735164
H  -8.783113  -1.298765  1.307035
H  8.004811  2.446330  -4.063615
H  -0.774613  -5.466960  -0.594831
H  9.638951  1.709550  2.695766
H  -4.108589  -1.934234  -5.818456
H  -6.934544  -2.701905  3.354228
H  6.214121  3.499936  -3.405041
H  2.108676  5.762263  1.853553
H  -0.989893  3.606752  4.253105
H  2.864337  0.111517  -4.445275
H  1.225739  0.263457  -5.040879
H  -2.132841  -1.807157  5.015255
H  5.367086  -6.805910  -1.370717
H  -3.413564  4.691444  -2.005637
H  -2.218669  0.528020  -6.218449
H  -5.491398  -2.859831  2.343432
H  -6.551705  -1.329622  0.647739
H  4.940418  -5.077558  -0.284427
H  6.695238  2.239586  -2.158442
H  -1.990982  -4.940954  0.602895
H  -2.651895  3.669824  -0.758507
H  -2.051229  -0.932983  -3.832018
H  -3.936476  0.696188  -6.000250
H  -1.362013  5.651055  5.678980
H  7.750204  0.863530  1.821675
H  -0.872039  3.785775  -1.792657
H  6.923811  3.920838  -1.800929
H  2.946486  7.216502  0.401217
H  -4.845009  -0.836236  2.038219
H  -3.347637  -0.101963  -7.407558
H  -2.625958  5.364456  -0.593465
H  3.311356  5.020176  0.871009
H  7.027329  0.648155  3.423376
H  -3.786170  -0.383592  -3.703192
H  3.778343  5.458043  2.469802
H  4.467105  -5.909981  1.201901
H  2.035976  -1.196492  -5.396562
H  2.016898  0.220296  -7.114775
H  -8.405018  -0.499948  2.860267
H  -2.649469  -2.296264  6.573449

Atoms 1-3, force components in eV/Å:
As -0.631 0.501 0.426
F -0.034 -0.631 1.053
F 0.367 1.021 1.414

- gap between HOMO and LUMO (eV) = 10.101
- charge = -1
- E_HOMO (eV) = -8.12

***

(2)
11 unconnected molecules or ions with the total composition C15H52N6O11 at a distorted geometry. Source: the Open Molecules 2025 dataset; level of theory: the ωB97M-V functional and the def2-TZVPD basis.

Element x y z (Å)
O  -4.740000  -13.906000  2.105000
O  -7.964000  -11.072000  6.821000
O  -10.443000  -12.004000  8.640000
O  -7.453000  -10.664000  1.898000
O  -8.919000  -16.047000  4.592000
O  -6.445000  -8.019000  7.076000
O  -11.765000  -9.057000  6.681000
O  -9.416000  -8.730000  10.287000
O  -4.487000  -10.299000  5.197000
O  -10.617000  -13.741000  4.309000
O  -7.420000  -14.785000  6.782000
N  -5.082000  -10.396000  7.441000
N  -11.719000  -10.204000  9.469000
N  -12.797000  -11.774000  8.445000
N  -3.006000  -10.010000  6.929000
N  -9.877000  -13.413000  6.447000
N  -11.889000  -12.639000  5.974000
C  -7.588000  -9.346000  2.468000
C  -5.456000  -13.145000  3.065000
C  -8.201000  -15.276000  3.619000
C  -7.902000  -10.563000  10.057000
C  -7.463000  -11.186000  5.437000
C  -10.833000  -13.330000  5.590000
C  -4.218000  -10.268000  6.526000
C  -6.233000  -8.649000  2.593000
C  -8.489000  -9.292000  9.385000
C  -10.603000  -9.465000  6.025000
C  -11.639000  -11.376000  8.893000
C  -8.179000  -14.552000  9.027000
C  -7.050000  -14.263000  8.010000
C  -6.404000  -7.539000  5.781000
C  -10.872000  -9.670000  4.578000
H  -12.055000  -12.023000  6.814000
H  -5.271000  -14.533000  1.656000
H  -8.332000  -11.120000  1.929000
H  -5.875000  -8.825000  7.108000
H  -8.969000  -13.834000  6.299000
H  -8.735000  -15.294000  2.669000
H  -8.157000  -9.323000  3.401000
H  -7.202000  -15.742000  3.257000
H  -8.256000  -11.080000  4.734000
H  -7.656000  -8.610000  9.165000
H  -9.986000  -9.833000  3.941000
H  -8.958000  -8.325000  10.948000
H  -6.958000  -15.643000  6.729000
H  -7.229000  -11.060000  9.349000
H  -6.041000  -10.672000  7.164000
H  -5.546000  -9.178000  3.291000
H  -4.890000  -10.478000  8.447000
H  -9.979000  -13.140000  7.408000
H  -8.772000  -11.670000  6.865000
H  -10.847000  -9.797000  9.867000
H  -6.858000  -13.234000  7.882000
H  -12.670000  -12.478000  5.206000
H  -7.130000  -8.058000  5.176000
H  -2.456000  -10.340000  7.760000
H  -11.596000  -10.532000  4.468000
H  -5.838000  -8.618000  1.579000
H  -6.656000  -6.472000  5.763000
H  -11.422000  -8.923000  4.069000
H  -8.975000  -9.459000  8.390000
H  -9.195000  -14.180000  8.847000
H  -13.634000  -11.276000  8.655000
H  -9.866000  -8.725000  6.293000
H  -7.340000  -10.356000  10.988000
H  -6.421000  -12.857000  2.678000
H  -7.934000  -14.358000  4.142000
H  -10.276000  -10.450000  6.436000
H  -5.681000  -13.773000  3.878000
H  -8.283000  -16.417000  5.214000
H  -11.595000  -9.322000  7.620000
H  -5.411000  -7.668000  5.264000
H  -12.544000  -9.861000  9.781000
H  -4.865000  -12.292000  3.393000
H  -8.641000  -11.298000  10.237000
H  -6.873000  -12.142000  5.250000
H  -7.928000  -14.123000  9.969000
H  -8.329000  -15.643000  9.199000
H  -6.879000  -10.332000  5.207000
H  -8.275000  -8.812000  1.851000
H  -6.337000  -7.665000  2.999000
H  -2.369000  -9.911000  6.109000
H  -6.149000  -14.824000  8.273000
H  -12.862000  -12.803000  8.120000

Atoms 1-3, force components in eV/Å:
O 1.677 1.034 0.260
O -0.409 -1.152 -1.240
O -5.738 2.911 1.712

- gap between HOMO and LUMO (eV) = 8.487
- E_HOMO (eV) = -8.40
- SMILES string = NC(N)=O.NC(N)=O.NC(N)=O.CCO.CCO.CCO.CCO.CO.CO.CO.CO

***

(3)
11 unconnected molecules or ions with the total composition C15H52O11 at a distorted geometry. Source: the Open Molecules 2025 dataset; level of theory: the ωB97M-V functional and the def2-TZVPD basis.

Element x y z (Å)
O  -23.544358  19.668966  11.175078
O  -19.329344  17.333566  8.329651
O  -22.615761  19.242406  3.762540
O  -25.845446  18.445324  8.100577
O  -22.618831  15.958833  7.455396
O  -23.777784  14.416786  11.490756
O  -20.301950  21.897276  9.430697
O  -22.687173  19.068627  8.384485
O  -21.633664  22.673165  2.962962
O  -20.286975  19.264990  9.929402
O  -19.825208  19.980728  4.661527
C  -23.969912  18.677852  3.858979
C  -22.378691  22.665365  4.161280
C  -19.678821  18.782637  11.078799
C  -26.174026  17.585856  6.988613
C  -19.451878  19.031003  5.665121
C  -22.035249  15.978064  6.164904
C  -17.929588  17.424084  8.405699
C  -22.927283  19.485273  7.068155
C  -21.645960  22.273932  9.757303
C  -23.770863  15.500150  10.523161
C  -22.614784  16.451391  10.854630
C  -24.617974  18.913239  11.614617
C  -27.703993  17.368532  6.936546
C  -23.704572  20.832164  6.859994
C  -21.523287  22.540900  11.331405
H  -22.427964  16.849254  5.550901
H  -21.905114  23.095305  9.180792
H  -22.141912  21.348107  9.569993
H  -22.805008  16.803615  11.877316
H  -22.508037  17.281016  10.219866
H  -28.363947  18.170311  6.497373
H  -24.156543  18.169871  2.960978
H  -24.745683  15.973296  10.434045
H  -19.591336  16.460818  8.002932
H  -24.000870  21.017969  5.789121
H  -23.303590  19.562258  10.308318
H  -20.230331  17.889777  11.401496
H  -23.622422  14.839515  12.292770
H  -24.167824  17.861863  4.508476
H  -20.049152  18.111437  5.718349
H  -17.446374  17.544290  7.367993
H  -24.657042  19.096821  12.628320
H  -27.841581  16.381468  6.488402
H  -20.271116  21.002282  9.780097
H  -20.925852  16.044836  6.262417
H  -22.773943  15.072722  7.841864
H  -21.814561  18.576163  8.347862
H  -25.509860  16.738099  6.939875
H  -19.660036  19.479483  11.939681
H  -23.664903  15.169879  9.485860
H  -18.656623  18.487183  10.810625
H  -21.593363  15.931374  10.911738
H  -22.085783  23.515681  11.450445
H  -24.670320  19.484165  4.093165
H  -17.483313  16.560736  8.858688
H  -20.803106  23.074926  3.101952
H  -28.207561  17.133784  7.811297
H  -23.589254  18.772064  6.659483
H  -17.573993  18.158055  9.090168
H  -20.521321  22.875221  11.740952
H  -21.937805  22.028812  4.913632
H  -21.801377  21.630695  11.891660
H  -19.988510  18.699515  9.134962
H  -23.465531  22.654664  4.028465
H  -19.547532  19.548495  6.618095
H  -22.372964  15.009473  5.727790
H  -25.562525  19.238603  11.259665
H  -22.167492  23.631128  4.581611
H  -24.550429  17.884637  11.331570
H  -24.935925  18.639288  7.956175
H  -25.899126  18.161514  6.152356
H  -22.004422  19.601761  6.531187
H  -20.764987  20.186097  4.749965
H  -18.390821  18.774879  5.577388
H  -23.062902  21.624860  7.283423
H  -24.619675  20.879611  7.437413
H  -22.043583  18.540408  3.429221

Atoms 1-3, force components in eV/Å:
O 0.217 1.341 3.190
O -0.375 -0.163 -0.079
O -1.230 -0.843 0.847

- gap between HOMO and LUMO (eV) = 8.657
- E_HOMO (eV) = -8.65
- SMILES string = CCO.CCO.CCO.CCO.CO.CO.CO.CO.CO.CO.CO

***

Q: Which E_LUMO values were calculated for the entries above? A: 1.98; 0.08; 0.01, in eV.
Q: Which ΔE to the lowest compared entry with this formula, charge and spin values were calculated for the entries above? A: 4.672; 7.664; 8.012, in eV.